Molecular formula: C4HNO2
Method: DFT, wB97M-V/def2-TZVPD

Last column: natural (NBO) charge in e.
Element x y z (Å)
C -0.02 -0.59 -0.12  -0.239
C 1.28 -0.54 0.03  0.414
C 3.35 0.64 0.06  0.247
C -2.21 0.67 0.06  0.892
N -0.94 0.44 -0.01  -0.580
O 2.28 0.18 0.05  -0.466
O -3.42 0.82 0.09  -0.496
H -0.33 -1.61 -0.16  0.228

The frontier orbital gap (spin up / spin down) comes out at 6.96 / 7.90 eV. The value obtained for the energy above the lowest of the compared OMol25 structures with the same formula, charge and spin is 93.8 kcal per mole. Its spin multiplicity is 3.



Molecular formula: C4HO2S
Method: DFT, wB97M-V/def2-TZVPD

Last column: natural (NBO) charge in e.
Element x y z (Å)
C -0.81 -0.57 0.03  -0.363
C 0.54 -0.87 -0.08  -0.207
C -0.69 0.85 0.09  0.379
C 0.79 0.73 -0.03  0.468
O -1.39 1.85 0.09  -0.627
O 1.73 1.48 -0.11  -0.551
S 1.56 -2.15 0.04  -0.299
H -1.72 -1.32 -0.03  0.200

The frontier orbital gap comes out at 7.47 eV. The SMILES is O=c1c([O-])cc1=S. The value obtained for the energy above the lowest of the compared OMol25 structures with the same formula, charge and spin is 0.0 kcal per mole. The charge is -1. Its spin multiplicity is 1.



Molecular formula: C4N2
Method: DFT, wB97M-V/def2-TZVPD

Last column: natural (NBO) charge in e.
Element x y z (Å)
C -0.53 -0.24 0.91  0.221
C 0.74 -0.39 1.28  -0.267
C 1.36 -0.11 0.17  0.175
N 0.53 0.35 -1.31  0.005
C -1.47 0.05 0.03  -0.135
N -0.62 0.31 -1.00  0.001

The frontier orbital gap (spin up / spin down) comes out at 8.17 / 8.17 eV. The value obtained for the energy above the lowest of the compared OMol25 structures with the same formula, charge and spin is 159.8 kcal per mole. Its spin multiplicity is 1.



Molecular formula: C4N2
Method: DFT, wB97M-V/def2-TZVPD

Last column: natural (NBO) charge in e.
Element x y z (Å)
C -0.60 0.06 0.13  -0.014
C 0.60 0.04 0.17  -0.002
C 1.98 -0.03 0.07  0.216
N 3.12 -0.11 -0.10  -0.203
C -1.98 0.04 -0.03  0.196
N -3.12 0.00 -0.24  -0.194

The frontier orbital gap comes out at 10.49 eV. The SMILES is N#CC#CC#N. The value obtained for the energy above the lowest of the compared OMol25 structures with the same formula, charge and spin is 0.7 kcal per mole. Its spin multiplicity is 1.



Molecular formula: C4OS5
Method: DFT, wB97M-V/def2-TZVPD

Last column: natural (NBO) charge in e.
Element x y z (Å)
C 0.70 0.55 0.05  -0.519
C -0.28 1.32 0.41  0.037
C 1.29 -0.44 0.89  0.407
C -1.84 -0.52 -1.19  -0.413
O 0.84 -0.94 1.92  -0.525
S -1.20 -0.64 -2.61  0.167
S 1.92 0.71 -1.25  0.183
S -1.45 2.16 1.01  0.295
S 2.81 -0.73 -0.03  0.130
S -2.52 -0.75 0.14  0.239

The frontier orbital gap comes out at 6.99 eV. The value obtained for the energy above the lowest of the compared OMol25 structures with the same formula, charge and spin is 3.1 kcal per mole. Its spin multiplicity is 1.



Molecular formula: C50H127N9O16
Method: DFT, wB97M-V/def2-TZVPD

Last column: Löwdin charge in e.
Element x y z (Å)
C -4.79 -0.85 0.15  -0.105
O -4.36 -0.87 1.50  -0.223
C -5.33 -0.29 2.38  -0.180
C -5.18 -0.95 3.81  -0.179
N -4.00 -0.40 4.52  -0.059
C -3.72 -0.90 5.91  -0.177
C -4.87 -0.94 6.94  -0.188
O -4.37 -1.66 8.11  -0.186
C -5.27 -1.62 9.19  -0.144
H -5.18 0.08 -0.25  0.082
H -5.68 -1.48 0.06  0.085
H -3.95 -1.13 -0.48  0.068
H -6.35 -0.45 2.03  0.114
H -5.09 0.77 2.41  0.112
H -5.16 -2.03 3.66  0.104
H -6.00 -0.61 4.43  0.103
H -3.22 -0.77 4.00  0.042
H -2.90 -0.27 6.24  0.110
H -3.30 -1.91 5.86  0.102
H -5.74 -1.43 6.49  0.106
H -5.21 0.05 7.25  0.118
H -4.80 -1.94 10.12  0.083
H -6.13 -2.26 9.04  0.084
H -5.63 -0.63 9.47  0.081
C -4.04 3.36 -4.96  -0.093
O -3.73 3.77 -3.62  -0.207
C -2.79 2.96 -2.91  -0.187
C -2.03 3.89 -1.91  -0.189
N -2.95 4.38 -0.91  -0.063
C -3.27 3.43 0.09  -0.186
C -4.54 3.95 0.89  -0.200
O -5.64 4.00 0.00  -0.205
C -6.74 4.76 0.53  -0.083
H -3.89 2.29 -5.11  0.085
H -3.41 3.99 -5.60  0.081
H -5.04 3.66 -5.26  0.080
H -2.02 2.56 -3.57  0.090
H -3.34 2.10 -2.52  0.114
H -1.69 4.74 -2.50  0.107
H -1.10 3.48 -1.50  0.111
H -3.74 4.71 -1.45  0.110
H -2.48 3.18 0.81  0.098
H -3.51 2.48 -0.38  0.092
H -4.28 4.98 1.14  0.111
H -4.74 3.41 1.81  0.111
H -7.63 4.55 -0.07  0.084
H -6.43 5.81 0.53  0.087
H -7.03 4.43 1.53  0.080
C -0.71 6.71 -0.18  -0.074
O 0.64 7.28 -0.02  -0.189
C 1.24 7.64 -1.23  -0.242
C 1.76 6.48 -2.16  -0.198
N 2.41 5.51 -1.27  -0.028
C 2.87 4.40 -2.14  -0.210
C 3.47 3.17 -1.50  -0.242
O 2.50 2.40 -0.90  -0.174
C 3.02 1.44 -0.11  -0.137
H -1.27 6.49 0.72  0.084
H -0.72 5.87 -0.87  0.046
H -1.37 7.47 -0.59  0.082
H 2.11 8.22 -0.91  0.117
H 0.62 8.35 -1.77  0.113
H 2.36 6.83 -3.00  0.117
H 0.91 6.03 -2.66  0.095
H 1.78 5.10 -0.61  0.091
H 3.59 4.74 -2.89  0.110
H 2.01 4.03 -2.69  0.107
H 4.34 3.49 -0.93  0.126
H 3.86 2.66 -2.38  0.120
H 2.17 0.88 0.29  0.085
H 3.65 1.79 0.70  0.082
H 3.60 0.82 -0.79  0.079
C 6.87 1.45 0.74  -0.085
O 6.05 1.11 1.88  -0.235
C 6.21 2.04 2.94  -0.201
C 4.85 2.10 3.78  -0.152
N 4.61 0.79 4.41  -0.060
C 3.43 0.73 5.26  -0.208
C 3.21 -0.71 5.69  -0.181
O 3.09 -1.57 4.54  -0.220
C 3.00 -2.93 4.79  -0.128
H 6.36 2.25 0.20  0.072
H 7.00 0.65 0.00  0.073
H 7.81 1.89 1.06  0.088
H 6.47 3.04 2.58  0.106
H 7.15 1.89 3.48  0.117
H 4.12 2.32 3.01  0.095
H 4.91 2.89 4.53  0.117
H 4.48 0.12 3.66  0.085
H 2.57 1.09 4.69  0.096
H 3.47 1.53 6.00  0.122
H 2.31 -0.83 6.30  0.119
H 4.00 -1.05 6.36  0.119
H 3.88 -3.20 5.38  0.089
H 3.03 -3.52 3.88  0.081
H 2.11 -3.25 5.33  0.090
C 0.37 -6.59 -0.58  -0.094
O -0.49 -5.82 -1.38  -0.223
C -0.20 -5.84 -2.74  -0.229
C -0.32 -4.40 -3.21  -0.188
N 0.10 -4.40 -4.61  -0.077
C 0.35 -3.11 -5.16  -0.219
C 0.56 -2.95 -6.72  -0.179
O -0.49 -3.59 -7.41  -0.193
C -0.46 -3.48 -8.78  -0.140
H 1.33 -6.10 -0.41  0.082
H 0.60 -7.55 -1.05  0.089
H -0.04 -6.80 0.41  0.082
H -0.93 -6.42 -3.30  0.126
H 0.75 -6.23 -3.10  0.125
H 0.28 -3.64 -2.72  0.109
H -1.38 -4.16 -3.09  0.122
H -0.61 -4.78 -5.21  0.109
H 1.30 -2.80 -4.73  0.104
H -0.39 -2.42 -4.78  0.104
H 1.49 -3.39 -7.08  0.118
H 0.65 -1.89 -6.95  0.103
H -0.28 -2.46 -9.10  0.087
H -1.36 -3.91 -9.23  0.091
H 0.33 -4.11 -9.19  0.084
C -1.43 -0.35 -1.18  -0.104
O -1.00 0.27 -2.35  -0.204
C 0.43 0.22 -2.71  -0.128
C 0.79 1.22 -3.92  -0.189
N 0.30 0.64 -5.13  -0.061
C 0.22 1.57 -6.27  -0.197
C 1.56 2.15 -6.75  -0.159
O 2.03 3.07 -5.70  -0.226
C 3.37 3.55 -5.88  -0.109
H -0.74 -0.39 -0.34  0.066
H -1.74 -1.36 -1.46  0.082
H -2.25 0.24 -0.78  0.067
H 0.66 -0.83 -2.92  0.093
H 1.06 0.38 -1.84  0.081
H 1.88 1.30 -3.90  0.107
H 0.35 2.20 -3.74  0.102
H -0.59 0.18 -4.96  0.102
H -0.55 2.29 -6.03  0.109
H -0.19 1.06 -7.14  0.110
H 1.29 2.65 -7.68  0.119
H 2.27 1.33 -6.85  0.124
H 3.56 3.82 -6.92  0.080
H 4.13 2.81 -5.63  0.082
H 3.50 4.45 -5.29  0.073
C 0.32 3.34 1.75  -0.118
O -0.73 3.15 2.69  -0.186
C -0.79 1.81 3.27  -0.135
C -1.18 0.66 2.25  -0.169
N -1.54 -0.68 2.78  -0.061
C -0.36 -1.29 3.35  -0.168
C 0.73 -1.63 2.30  -0.197
O 0.28 -2.38 1.17  -0.213
C 1.33 -2.98 0.41  -0.062
H 0.28 4.39 1.44  0.076
H 0.32 2.92 0.75  0.069
H 1.29 3.16 2.21  0.085
H -1.57 1.87 4.02  0.119
H 0.14 1.64 3.80  0.094
H -0.46 0.50 1.45  0.071
H -2.02 0.94 1.62  0.102
H -2.07 -1.26 2.15  0.094
H -0.68 -2.22 3.82  0.115
H 0.05 -0.56 4.05  0.108
H 1.55 -2.17 2.77  0.086
H 1.15 -0.68 1.97  0.101
H 1.93 -2.24 -0.12  0.071
H 0.81 -3.65 -0.27  0.068
H 1.88 -3.67 1.05  0.093
C 6.66 -1.93 1.78  -0.057
C 5.93 -2.79 0.78  -0.434
C 5.12 -1.85 -0.14  -0.205
O 4.33 -2.65 -1.02  -0.201
C 3.61 -1.89 -2.06  -0.081
N 6.86 -3.51 -0.04  0.037
H 5.97 -1.28 2.31  0.061
H 7.39 -1.31 1.24  0.073
H 7.12 -2.59 2.51  0.085
H 5.26 -3.49 1.29  0.139
H 5.80 -1.26 -0.76  0.114
H 4.54 -1.15 0.46  0.111
H 4.27 -1.43 -2.78  0.089
H 2.91 -1.12 -1.75  0.043
H 2.99 -2.66 -2.52  0.080
H 7.61 -2.96 -0.43  0.072
H 6.36 -3.92 -0.81  0.066
C -4.45 -4.89 0.08  -0.054
C -3.29 -4.31 0.88  -0.394
C -2.59 -5.37 1.79  -0.226
O -3.44 -5.81 2.78  -0.168
C -3.76 -4.94 3.89  -0.085
N -2.32 -3.92 -0.15  0.059
H -4.14 -5.72 -0.56  0.079
H -5.03 -4.21 -0.56  0.069
H -5.14 -5.29 0.83  0.073
H -3.64 -3.46 1.47  0.117
H -1.59 -5.10 2.10  0.117
H -2.33 -6.24 1.18  0.115
H -3.76 -5.50 4.82  0.075
H -4.83 -4.77 3.96  0.079
H -3.15 -4.06 4.11  0.079
H -2.03 -4.76 -0.63  0.037
H -1.48 -3.49 0.23  0.039

The frontier orbital gap comes out at 8.69 eV. The SMILES is COC[C@H](C)N.COC[C@H](C)N.COCCNCCOC.COCCNCCOC.COCCNCCOC.COCCNCCOC.COCCNCCOC.COCCNCCOC.COCCNCCOC. The value obtained for the energy above the lowest of the compared OMol25 structures with the same formula, charge and spin is 109.5 kcal per mole. Its spin multiplicity is 1.